Record 1
DFT (ωB97M-V/def2-TZVPD) results for 2 unconnected molecules or ions with the total composition C8H12SSi.

Values from the calculation:
Kohn-Sham gap (alpha / beta) = 8.7 / 6.2 eV
LUMO (alpha / beta) = -0.19 / -2.53 eV
ΔE to the lowest compared entry with this formula, charge and spin = 4.3452 eV

ORCA input file:
```
! RIJCOSX wB97M-V def2-TZVPD def2/J DEFGRID3
* xyz 0 1
C -0.517 -1.213 1.614
C -0.479 0.086 1.322
C -1.034 -2.122 0.691
C -0.899 0.592 0.083
C -1.406 -1.704 -0.583
C -1.389 -0.364 -0.761
C -0.828 1.995 -0.271
C -1.875 -2.739 -1.547
Si 3.500 2.451 0.088
S 3.457 0.312 0.101
H -0.076 -1.598 2.544
H -0.140 0.755 2.048
H -0.961 -3.201 0.941
H -0.301 2.578 0.498
H -0.424 2.224 -1.232
H -1.715 2.433 -0.393
H -1.075 -3.523 -1.601
H -2.785 -3.231 -1.264
H -2.043 -2.406 -2.581
H 3.181 2.838 -1.252
H 2.902 2.866 1.257
H 4.907 2.969 0.299
*
```



Record 2
DFT (ωB97M-V/def2-TZVPD) results for a molecular structure, C7H7IrN2O6.

Values from the calculation:
⟨S²⟩ = 8.78
Kohn-Sham gap (alpha / beta) = 6.6 / 5.2 eV
LUMO (alpha / beta) = -12.34 / -17.09 eV
ΔE to the lowest compared entry with this formula, charge and spin = 2.1920 eV

ORCA input file:
```
! RIJCOSX wB97M-V def2-TZVPD def2/J DEFGRID3
* xyz 3 6
O -2.290 2.216 -0.284
C -1.258 1.662 -0.320
Ir 0.473 0.095 -0.455
O -2.064 -1.702 -0.971
C -1.196 -0.981 -0.765
C 1.256 -1.506 0.182
O 1.807 -2.470 0.534
C 2.481 0.623 0.181
O 3.354 1.263 0.566
C 0.851 0.280 -2.322
O 1.109 0.269 -3.428
H 0.061 1.853 -0.361
C -3.644 -1.830 2.700
N -2.564 -1.335 3.515
C -1.499 -0.651 3.035
N -0.555 -0.336 3.962
O -1.351 -0.361 1.824
H -3.477 -1.515 1.666
H -4.612 -1.405 3.024
H -3.708 -2.935 2.723
H -2.551 -1.571 4.492
H 0.120 0.338 3.679
H -0.859 -0.295 4.928
*
```



Record 3
DFT (ωB97M-V/def2-TZVPD) results for 3 unconnected molecules or ions with the total composition C4H17N2O2.

Values from the calculation:
Kohn-Sham gap = 11.5 eV
LUMO = -2.67 eV
ΔE to the lowest compared entry with this formula, charge and spin = 0.7698 eV

ORCA input file:
```
! RIJCOSX wB97M-V def2-TZVPD def2/J DEFGRID3
* xyz 1 1
C -0.096 -0.128 -1.586
C 0.663 1.173 -1.352
C 1.379 1.290 -0.011
C 0.594 2.143 0.983
N -0.723 1.581 1.282
N -1.390 -0.150 -0.771
H -0.332 -0.339 -2.615
H 0.501 -0.866 -1.072
H 0.010 2.042 -1.466
H 1.227 1.345 -2.262
H 1.817 0.361 0.359
H 2.333 1.807 -0.173
H 0.449 3.073 0.430
H 1.211 2.427 1.835
H -1.257 2.301 1.749
H -0.703 0.917 2.063
H -1.198 0.517 0.025
H -1.657 -1.111 -0.611
H -2.070 0.412 -1.281
H -1.393 -3.317 0.705
H -2.171 -2.681 1.800
O -1.913 -2.527 0.901
H 1.785 -2.483 1.020
H 2.457 -2.856 -0.252
O 1.774 -2.255 0.079
*
```



Record 4
DFT (ωB97M-V/def2-TZVPD) results for a single C8H8O4 molecule.

Values from the calculation:
Kohn-Sham gap = 9.5 eV
LUMO = 0.24 eV
SMILES string = COc1ccc(C(=O)O)cc1O
ΔE to the lowest compared entry with this formula, charge and spin = 3.1029 eV

ORCA input file:
```
! RIJCOSX wB97M-V def2-TZVPD def2/J DEFGRID3
* xyz 0 1
C 1.472 2.806 0.863
O 0.231 2.431 0.397
C 0.104 1.074 0.299
C -0.767 0.479 1.107
C -1.096 -0.845 0.897
C -0.422 -1.635 -0.033
C -1.018 -2.962 -0.671
O -0.510 -3.983 -1.104
O -2.406 -2.965 -0.338
C 0.455 -1.055 -0.902
C 0.666 0.302 -0.790
O 1.359 0.948 -1.721
H 1.494 3.939 1.113
H 2.137 2.704 0.012
H 1.995 2.157 1.611
H -1.449 0.877 1.884
H -2.139 -1.003 1.357
H -2.461 -1.985 0.104
H 1.085 -1.792 -1.424
H 1.267 0.508 -2.660
*
```



Record 5
DFT (ωB97M-V/def2-TZVPD) results for a single C4H7N3O molecule.

Values from the calculation:
Kohn-Sham gap = 9.7 eV
LUMO = 0.90 eV
SMILES string = [H]/N=C1\NN[C@@H]2C[C@]12O
ΔE to the lowest compared entry with this formula, charge and spin = 6.0607 eV

ORCA input file:
```
! RIJCOSX wB97M-V def2-TZVPD def2/J DEFGRID3
* xyz 0 1
H 0.783 2.776 0.374
N 1.284 1.849 0.138
C 0.313 1.011 -0.093
N -1.188 1.230 -0.367
N -1.746 -0.204 -0.332
C -0.559 -1.188 -0.334
C 0.233 -1.176 0.953
C 0.802 -0.371 -0.316
O 2.070 -0.740 -0.708
H -1.626 1.541 0.673
H -2.258 -0.059 -1.320
H -1.191 -2.238 -0.619
H 0.067 -0.283 1.669
H 0.559 -2.228 1.122
H 2.456 0.081 -0.843
*
```



Record 6
DFT (ωB97M-V/def2-TZVPD) results for 9 unconnected molecules or ions with the total composition C40H50BrN8S.

Values from the calculation:
Kohn-Sham gap = 3.2 eV
LUMO = -6.22 eV

ORCA input file:
```
! RIJCOSX wB97M-V def2-TZVPD def2/J DEFGRID3
* xyz 1 1
C -1.245 3.891 1.086
C -1.018 2.400 0.659
C -1.888 1.330 1.177
C -1.650 -0.035 0.749
C -0.578 -0.460 -0.148
C 0.304 0.607 -0.666
C 0.046 1.973 -0.245
C 0.958 3.119 -0.831
S -0.013 3.875 -2.241
Br -0.035 2.303 -3.780
H -2.081 3.967 1.819
H -0.303 4.209 1.622
H -1.365 4.591 0.221
H -2.715 1.624 1.857
H -2.325 -0.852 1.107
H -0.416 -1.504 -0.482
H 1.153 0.456 -1.376
H 1.932 2.710 -1.191
H 1.178 3.866 -0.030
H -1.302 4.017 -1.780
N -2.821 -0.499 4.412
C -1.678 -1.251 4.500
C -2.000 -2.440 5.103
C -3.390 -2.409 5.386
C -3.870 -1.201 4.947
H -2.880 0.423 4.018
H -0.739 -0.875 4.127
H -1.314 -3.244 5.317
H -3.971 -3.184 5.858
H -4.863 -0.780 4.969
N 3.052 -3.474 1.002
C 4.190 -3.625 0.248
C 4.352 -2.485 -0.500
C 3.277 -1.623 -0.176
C 2.502 -2.247 0.745
H 2.682 -4.155 1.642
H 4.780 -4.525 0.309
H 5.152 -2.294 -1.198
H 3.097 -0.638 -0.579
H 1.602 -1.922 1.242
N -5.052 1.928 0.228
C -6.028 2.484 -0.554
C -7.239 2.006 -0.124
C -6.985 1.131 0.964
C -5.630 1.104 1.160
H -4.066 2.096 0.135
H -5.778 3.170 -1.348
H -8.200 2.257 -0.542
H -7.716 0.583 1.538
H -5.026 0.571 1.879
N 0.482 4.770 -6.654
C 0.518 3.844 -7.664
C 0.383 4.511 -8.853
C 0.266 5.894 -8.551
C 0.333 6.023 -7.190
H 0.554 4.563 -5.674
H 0.636 2.794 -7.449
H 0.371 4.059 -9.831
H 0.147 6.702 -9.256
H 0.288 6.895 -6.556
N 6.334 -1.331 -4.049
C 7.582 -0.983 -4.491
C 7.548 0.337 -4.856
C 6.232 0.807 -4.620
C 5.507 -0.243 -4.119
H 6.068 -2.244 -3.722
H 8.383 -1.704 -4.509
H 8.379 0.904 -5.248
H 5.858 1.804 -4.797
H 4.476 -0.311 -3.809
N -5.411 -3.411 2.968
C -6.206 -4.006 3.912
C -6.792 -5.106 3.339
C -6.330 -5.182 2.001
C -5.478 -4.126 1.803
H -4.863 -2.579 3.111
H -6.287 -3.594 4.905
H -7.476 -5.782 3.827
H -6.591 -5.928 1.267
H -4.916 -3.821 0.935
N 8.081 3.484 -3.609
C 7.680 4.643 -3.002
C 8.801 5.310 -2.580
C 9.923 4.526 -2.952
C 9.447 3.407 -3.587
H 7.466 2.795 -4.010
H 6.634 4.892 -2.922
H 8.815 6.257 -2.063
H 10.961 4.755 -2.774
H 9.960 2.566 -4.022
N -4.215 -6.012 6.931
C -3.049 -5.909 6.222
C -2.030 -6.369 7.016
C -2.604 -6.770 8.250
C -3.953 -6.541 8.166
H -5.124 -5.743 6.595
H -3.046 -5.518 5.217
H -0.987 -6.414 6.741
H -2.086 -7.181 9.102
H -4.747 -6.706 8.877
*
```



Record 7
DFT (ωB97M-V/def2-TZVPD) results for a molecular structure, C31H45BrF5N9RuS2Si2.

Values from the calculation:
⟨S²⟩ = 0.75
Kohn-Sham gap (alpha / beta) = 7.7 / 6.6 eV
LUMO (alpha / beta) = -1.93 / -3.06 eV
ΔE to the lowest compared entry with this formula, charge and spin = 0.0000 eV

ORCA input file:
```
! RIJCOSX wB97M-V def2-TZVPD def2/J DEFGRID3
* xyz 1 2
Ru 0.539 0.565 -0.176
C 0.207 6.040 0.182
N 0.837 4.895 -0.459
C 2.293 4.958 -0.497
C 0.268 3.661 -0.540
N 0.923 2.568 -0.675
N -1.121 3.631 -0.567
C -1.927 2.511 -0.573
N -3.254 2.810 -0.569
N -1.475 1.309 -0.612
H 0.533 6.949 -0.319
H 0.484 6.102 1.238
H -0.878 6.020 0.127
H 2.585 5.999 -0.605
H 2.678 4.413 -1.358
H 2.744 4.553 0.415
H 1.926 2.673 -0.576
H -1.593 4.515 -0.589
H -3.593 3.750 -0.488
H -3.924 2.065 -0.514
H -2.222 0.628 -0.540
C -3.774 0.064 1.585
Si -2.909 -1.579 1.322
C -1.725 -1.962 2.718
C -4.237 -2.903 1.360
C -1.975 -1.698 -0.317
C -0.668 -2.353 -0.153
C -0.617 -3.750 -0.192
C 0.565 -4.414 0.053
C 1.694 -3.660 0.324
C 1.585 -2.286 0.314
N 0.446 -1.611 0.071
Si -2.788 -1.859 -2.013
C -3.736 -0.300 -2.458
C -4.034 -3.261 -2.035
C -1.491 -2.267 -3.308
H -4.359 -0.006 2.505
H -4.480 0.286 0.779
H -3.071 0.890 1.702
H -2.116 -1.589 3.668
H -0.745 -1.521 2.545
H -1.594 -3.043 2.811
H -4.628 -2.974 2.379
H -3.849 -3.887 1.087
H -5.077 -2.678 0.702
H -1.528 -4.298 -0.395
H 0.604 -5.495 0.042
H 2.650 -4.118 0.535
H 2.447 -1.669 0.518
H -4.492 -0.063 -1.703
H -4.268 -0.475 -3.396
H -3.097 0.572 -2.606
H -4.920 -3.057 -1.434
H -3.613 -4.212 -1.706
H -4.361 -3.391 -3.071
H -0.476 -2.058 -2.970
H -1.664 -1.705 -4.229
H -1.537 -3.329 -3.559
C -1.318 1.460 4.966
N -0.128 0.720 4.624
C 0.446 -0.240 5.563
C 1.582 -0.882 4.751
N 1.309 -0.394 3.404
C 0.379 0.559 3.393
S -0.117 1.448 2.028
H -1.118 2.129 5.804
H -2.122 0.775 5.250
H -1.632 2.047 4.108
H -0.315 -0.966 5.862
H 0.807 0.268 6.458
H 1.555 -1.970 4.786
H 2.564 -0.547 5.089
H 1.952 -0.484 2.617
F 7.567 -1.045 -2.297
C 6.489 -0.651 -1.629
C 5.679 0.350 -2.138
F 5.982 0.924 -3.302
C 4.562 0.749 -1.430
F 3.817 1.740 -1.950
C 4.194 0.179 -0.217
S 2.808 0.749 0.709
C 5.027 -0.831 0.259
F 4.740 -1.451 1.413
C 6.160 -1.242 -0.421
F 6.928 -2.212 0.072
Br -0.588 1.447 -5.746
C 0.520 0.593 -4.484
C 1.580 -0.201 -4.884
C 2.329 -0.810 -3.892
C 1.993 -0.607 -2.566
N 0.965 0.159 -2.186
C 0.243 0.756 -3.142
H 1.806 -0.342 -5.932
H 3.177 -1.433 -4.139
H 2.561 -1.070 -1.772
H -0.579 1.372 -2.812
*
```



Record 8
DFT (ωB97M-V/def2-TZVPD) results for a single C26H46F2O9 molecule.

Values from the calculation:
Kohn-Sham gap = 10.4 eV
LUMO = 0.47 eV
SMILES string = CCOC(=O)CCC[C@](CCCF)(CCCCOC=O)O[C@@H](C[C@@H](C)F)[C@H](O)OCCCCOC(C)=O

ORCA input file:
```
! RIJCOSX wB97M-V def2-TZVPD def2/J DEFGRID3
* xyz 0 1
C 4.987 2.845 1.925
C 4.003 3.999 1.858
O 3.295 4.093 0.616
C 2.838 2.901 0.111
O 3.246 2.487 -0.962
C 1.787 2.222 0.949
C 0.963 1.194 0.160
C -0.520 1.226 0.563
C -1.477 0.738 -0.539
C -1.556 1.797 -1.651
C -2.106 3.158 -1.203
C -1.011 4.157 -0.815
F -1.242 4.637 0.475
C -2.866 0.559 0.121
C -3.072 -0.789 0.782
C -4.489 -0.847 1.383
C -4.972 -2.268 1.603
O -6.406 -2.403 1.485
C -7.120 -1.489 2.172
O -6.977 -1.230 3.347
O -0.890 -0.481 -0.956
C -1.496 -1.203 -1.996
C -0.912 -0.892 -3.396
C 0.499 -0.364 -3.422
C 1.590 -1.337 -3.018
F 0.737 0.000 -4.763
C -1.268 -2.715 -1.676
O -2.482 -3.366 -1.973
O -0.944 -2.912 -0.337
C 0.229 -3.661 -0.053
C 1.336 -2.686 0.388
C 1.499 -2.596 1.912
C 2.882 -2.116 2.281
O 3.046 -0.813 1.670
C 4.343 -0.469 1.419
C 4.574 0.044 0.029
O 5.232 -0.571 2.257
H 4.516 1.894 2.153
H 5.704 3.052 2.714
H 5.547 2.758 0.999
H 4.550 4.928 1.944
H 3.323 3.943 2.709
H 2.267 1.720 1.786
H 1.166 2.997 1.394
H 1.117 1.310 -0.905
H 1.348 0.227 0.451
H -0.631 0.496 1.367
H -0.841 2.175 0.977
H -2.162 1.419 -2.470
H -0.550 1.970 -2.022
H -2.854 3.101 -0.423
H -2.611 3.587 -2.067
H -0.056 3.642 -0.761
H -0.964 4.995 -1.497
H -2.968 1.365 0.840
H -3.639 0.717 -0.634
H -3.032 -1.585 0.050
H -2.360 -0.956 1.583
H -4.568 -0.240 2.280
H -5.152 -0.385 0.648
H -4.679 -2.641 2.581
H -4.543 -2.912 0.845
H -7.899 -1.002 1.573
H -2.576 -1.079 -2.060
H -1.566 -0.171 -3.877
H -0.976 -1.797 -3.998
H 0.605 0.553 -2.857
H 1.893 -1.134 -1.996
H 1.330 -2.376 -3.179
H 2.450 -1.126 -3.648
H -0.495 -3.107 -2.336
H -2.401 -4.277 -1.687
H -0.024 -4.325 0.770
H 0.551 -4.279 -0.890
H 2.274 -2.949 -0.096
H 0.989 -1.718 0.054
H 0.828 -1.817 2.270
H 1.287 -3.542 2.400
H 3.661 -2.776 1.911
H 2.976 -2.008 3.358
H 3.643 0.133 -0.521
H 5.042 1.021 0.041
H 5.203 -0.652 -0.515
*
```



In a.u., the DFT total energy values for the records above are, in order, -999.55300; -934.70123; -422.36441; -610.50879; -395.92568; -4964.02856; -6244.62588; -1895.14436.
In eV/Å, the strongest force on any atom values for the records above are, in order, 4.34; 10.20; 2.59; 4.07; 6.17; 3.26; 1.02; 1.98.